*A*
Density functional theory data (ωB97M-V/def2-TZVPD) for 2 unconnected molecules or ions with the total composition C2HFO3S.

Last column: Löwdin charge in e.
Cartesian coordinates (Å):
1 S -0.62271 0.98530 -0.18465  0.72
2 F 1.20343 -0.99950 -1.18817  0.06
3 O 0.49901 1.86045 -0.31401  -0.27
4 O 2.09385 -1.00703 0.88735  0.21
5 O -1.93150 1.55583 -0.23719  -0.32
6 C -0.77666 -0.45119 0.63683  -0.08
7 C 1.20039 -0.95606 0.17342  -0.37
8 H -1.66581 -0.98781 0.22641  0.06

---

*B*
Density functional theory data (ωB97M-V/def2-TZVPD) for C2HFO3S in the gas phase.

Last column: Löwdin charge in e.
Cartesian coordinates (Å):
1 S -1.27811 -0.53710 0.07198  0.84
2 F 0.59341 1.98656 -0.25703  0.07
3 O 2.31168 0.79253 0.26985  0.16
4 O -1.96398 -1.80442 -0.09508  -0.28
5 O -1.91855 0.73443 0.20576  -0.26
6 C 0.28746 -0.52378 -0.00395  -0.18
7 C 1.16003 0.76180 0.00973  -0.45
8 H 0.80807 -1.41002 -0.20126  0.08

Calculated values
Structure (SMILES): O=C(F)C=S(=O)=O

---

Which of them is the most stable? Correct choice: *B*.

---

*A*
Density functional theory data (ωB97M-V/def2-TZVPD) for a molecular structure, C4H10BN.

Last column: Löwdin charge in e.
Cartesian coordinates (Å):
1 N -0.07232 0.96312 0.88085  0.07
2 C -0.33612 -1.47419 1.22078  -0.04
3 C -0.45384 0.81292 -1.61837  0.01
4 C 0.55860 -0.34012 0.64305  -0.44
5 C 0.79572 -0.43877 -0.83192  -0.06
6 B -0.41441 1.65480 -0.31814  -0.34
7 H 0.65625 -1.40773 -1.25498  0.08
8 H 0.40429 -2.21903 1.21884  0.06
9 H 1.52301 -0.33579 1.19737  0.14
10 H 0.25220 1.25270 -2.32299  0.05
11 H -1.28592 0.27320 -2.07908  0.07
12 H 1.73740 -0.04268 -1.14745  0.07
13 H -0.35530 1.25927 1.83025  0.13
14 H -0.99719 2.67381 -0.14396  0.06
15 H -1.24980 -1.54647 0.60805  0.09
16 H -0.76256 -1.08503 2.11771  0.06

---

*B*
Density functional theory data (ωB97M-V/def2-TZVPD) for C4H10BN in the gas phase.

Last column: Löwdin charge in e.
Cartesian coordinates (Å):
1 N -1.21875 1.08995 0.26977  0.04
2 C -1.78863 -0.26452 0.06815  -0.26
3 C 0.85526 0.08611 -0.61559  -0.12
4 C 2.09490 -0.13924 0.27498  -0.14
5 C -0.65716 -1.29484 -0.00607  -0.04
6 B -0.01469 1.38986 -0.23290  -0.35
7 H -2.22125 -0.27232 -0.98161  0.12
8 H -0.44485 -1.50322 1.00718  0.05
9 H -2.00908 1.71458 0.38660  0.12
10 H 2.92457 0.16243 -0.38022  0.06
11 H 0.50124 2.48382 -0.07579  0.08
12 H 2.31167 0.49799 1.16766  0.08
13 H 2.10380 -1.20413 0.62674  0.08
14 H 0.93527 -0.21242 -1.69420  0.10
15 H -2.51123 -0.55742 0.96545  0.14
16 H -0.86108 -1.97662 -0.78015  0.05

---

Which of them is the most stable? Correct choice: *A*.

---

*A*
Density functional theory data (ωB97M-V/def2-TZVPD) for C3H4S2 in the gas phase.

Last column: Löwdin charge in e.
Cartesian coordinates (Å):
1 S -2.74988 0.39667 0.07516  0.57
2 S 1.11346 -2.07399 0.18489  0.75
3 C 0.51412 -0.57921 0.12706  -0.79
4 C -1.29543 -0.51946 0.06549  -0.56
5 C 1.00254 0.77427 -0.10487  -0.13
6 H 0.53532 1.30316 -0.86621  0.08
7 H -1.57436 -1.45911 -0.26005  -0.07
8 H 0.43594 1.14224 0.69100  0.06
9 H 2.01830 1.01544 0.08753  0.08

Calculated values
Structure (SMILES): CC(=S)C=S

---

*B*
Density functional theory data (ωB97M-V/def2-TZVPD) for a molecular structure, C3H4S2.

Last column: Löwdin charge in e.
Cartesian coordinates (Å):
1 S 2.14820 1.13138 0.28223  0.49
2 S -1.34303 1.83883 -0.16123  0.91
3 C 1.08908 0.09478 -0.81166  -0.64
4 C -0.12722 0.63095 -0.27013  -0.70
5 C -1.11570 0.25498 0.82114  -0.31
6 H -1.66880 -0.58488 0.63967  0.04
7 H 1.41736 0.23855 -1.77233  0.02
8 H -0.93939 0.40883 1.88524  0.08
9 H 1.12758 -0.99691 -0.47670  0.10

---

*C*
Density functional theory data (ωB97M-V/def2-TZVPD) for C3H4S2 in the gas phase.

Last column: Löwdin charge in e.
Cartesian coordinates (Å):
1 S -1.06968 -1.05954 -0.28989  0.58
2 S -2.76933 0.34179 -0.02281  0.36
3 C 0.52090 -0.41308 -0.79178  -0.67
4 C 1.03513 -1.22037 0.31160  -0.05
5 C 1.15127 0.27277 0.35534  -0.24
6 H 2.07576 0.65521 0.11306  0.08
7 H -2.13392 0.73145 1.07026  -0.24
8 H 0.58474 -0.08037 -1.85334  0.12
9 H 0.60513 0.77214 1.10756  0.07

---

*D*
Density functional theory data (ωB97M-V/def2-TZVPD) for C3H4S2 in the gas phase.

Last column: Löwdin charge in e.
Cartesian coordinates (Å):
1 S -1.84331 -0.76426 1.16806  0.51
2 S 0.01815 -0.04136 -3.35303  0.70
3 C 0.19843 0.08868 -0.63752  -0.19
4 C -0.13174 -0.21969 0.73583  -0.65
5 C -0.44128 -0.37523 -1.78530  -0.64
6 H -1.39486 -0.80668 -1.60601  0.01
7 H 0.95750 0.77503 -0.60493  0.08
8 H -0.00185 0.75401 1.27727  0.11
9 H 0.48288 -0.92890 1.21138  0.06

---

Which of them is the most stable? Correct choice: *B*.

---

*A*
Density functional theory data (ωB97M-V/def2-TZVPD) for C3H4S2 in the gas phase.

Last column: Löwdin charge in e.
Cartesian coordinates (Å):
1 S -1.29542 1.31308 -1.15092  0.46
2 S -1.16075 -1.64658 -0.03377  0.72
3 C 1.35912 -0.13669 -0.57766  -0.04
4 C -0.10207 -0.31442 -0.15472  -0.91
5 C 1.11266 -0.05446 0.69152  -0.07
6 H 1.80095 -0.08930 -1.51858  0.09
7 H -1.84324 -1.19349 0.99995  -0.13
8 H -1.36685 1.98732 -0.03187  -0.26
9 H 1.49561 0.13452 1.77603  0.14

Calculated values
Structure (SMILES): SC1(S)C=C1

---

*B*
Density functional theory data (ωB97M-V/def2-TZVPD) for a molecular structure, C3H4S2.

Last column: Löwdin charge in e.
Cartesian coordinates (Å):
1 S -2.12506 0.46318 -0.51755  0.50
2 S -2.30005 -1.34401 0.50005  0.50
3 C 1.25164 0.45101 -0.82093  -0.08
4 C -1.02553 -0.11898 0.64306  -1.02
5 C 0.93033 -0.39311 0.13767  -0.05
6 H 2.35104 0.58138 -1.03547  0.08
7 H -0.92691 0.49457 1.44014  -0.02
8 H 1.37264 -1.18569 0.83303  0.09
9 H 0.47189 1.05166 -1.18000  0.00

---

Which of them is the most stable? Correct choice: *B*.

---

*A*
Density functional theory data (ωB97M-V/def2-TZVPD) for 2 unconnected molecules or ions with the total composition C8H14N2O3.

Last column: Löwdin charge in e.
Cartesian coordinates (Å):
1 O -0.18781 1.55896 -0.65271  0.09
2 O -1.01712 1.92630 1.34684  0.12
3 O -2.32379 -0.01847 -0.55241  -0.09
4 N -0.67306 -1.28922 0.28441  0.17
5 N -1.83608 -1.03767 0.00860  -0.46
6 C 2.63560 -0.63266 -0.48117  -0.18
7 C -1.92194 3.24563 -0.42687  0.04
8 C -0.98333 2.26467 0.19775  -0.49
9 C 0.83131 0.87208 -0.18574  -0.21
10 C 2.05708 -0.57335 0.94643  -0.21
11 C 1.40306 0.75814 1.10173  -0.15
12 C -2.73891 -2.17438 0.46983  0.01
13 C 1.70042 0.22020 -1.26628  -0.12
14 H 1.32181 -1.31755 1.00052  0.05
15 H -2.81742 -2.09629 1.57319  0.10
16 H 2.20832 1.10490 -1.74788  0.14
17 H -2.26353 2.78692 -1.43030  0.13
18 H 3.68853 -0.16824 -0.47975  0.13
19 H -2.77969 3.33868 0.14654  0.06
20 H 0.63593 0.73342 1.89989  0.14
21 H -2.31027 -3.06673 0.19064  0.05
22 H -3.64491 -2.01743 0.08020  0.03
23 H 2.71075 -0.61192 1.76851  0.10
24 H 1.19290 -0.39747 -2.05772  0.14
25 H 2.76185 -1.68214 -0.93760  0.14
26 H -1.50267 4.23832 -0.44873  0.09
27 H 2.22503 1.46668 1.35027  0.16

---

*B*
Density functional theory data (ωB97M-V/def2-TZVPD) for C8H14N2O3 in the gas phase.

Last column: Löwdin charge in e.
Cartesian coordinates (Å):
1 O 0.92303 2.27343 -0.69068  0.05
2 O -2.27616 -0.94663 -1.56388  0.12
3 O -2.41004 -1.95547 0.44457  0.13
4 N -0.96625 1.20798 -0.11995  0.05
5 N 2.15081 -0.34048 -1.00470  -0.04
6 C 0.42226 1.21176 -0.37528  -0.36
7 C -3.13202 1.00355 1.01244  -0.04
8 C 3.45679 -0.78483 -0.40355  -0.13
9 C 1.13137 -0.37872 -0.09730  -0.23
10 C 1.78262 -0.50417 1.33548  -0.12
11 C -1.89584 0.28916 0.53185  -0.33
12 C -2.21912 -1.00794 -0.23825  -0.57
13 C 3.22894 -0.11368 1.04694  -0.14
14 H -3.65333 1.41624 0.15595  0.08
15 H 4.33692 -0.40640 -0.86395  0.09
16 H 0.12373 -0.82464 -0.35603  0.13
17 H 3.36772 0.97730 0.84550  0.13
18 H -1.41392 2.13322 -0.43050  0.17
19 H -3.84168 0.43402 1.53648  0.07
20 H -2.85040 1.94220 1.61106  0.12
21 H -1.47677 -0.25349 1.42679  0.16
22 H 1.61282 -1.54417 1.67222  0.12
23 H -1.76244 -0.06211 -1.70521  0.15
24 H 2.00337 -0.88002 -1.80185  0.10
25 H 3.52264 -1.87487 -0.27430  0.11
26 H 3.96452 -0.55107 1.71964  0.10
27 H 1.23019 0.15984 1.94284  0.09

Calculated values
Structure (SMILES): C[C@H](NC(=O)[C@@H]1CCCN1)C(=O)O

---

*C*
Density functional theory data (ωB97M-V/def2-TZVPD) for C8H14N2O3 in the gas phase.

Last column: Löwdin charge in e.
Cartesian coordinates (Å):
1 O 0.39427 -1.24541 2.38182  0.04
2 O -2.00333 2.10690 -1.19121  0.10
3 O -2.62628 0.01758 -0.36469  0.09
4 N -0.14258 -0.33525 -0.91060  0.00
5 N -1.31206 0.11710 1.69750  0.11
6 C -2.12916 1.26371 -0.31718  -0.49
7 C 1.16290 -0.08063 -1.60548  -0.15
8 C -0.01417 2.11028 1.02229  0.00
9 C -1.42672 1.33285 0.98868  -0.27
10 C 1.42058 -1.78519 0.01895  -0.14
11 C 1.99924 -1.34549 -1.32557  -0.17
12 C -0.01182 -1.22958 0.05207  -0.33
13 C -0.24568 -0.70002 1.43904  -0.38
14 H 1.64738 -2.84268 0.15856  0.12
15 H 3.10825 -1.11425 -1.14971  0.14
16 H -1.55367 0.09148 2.63547  0.13
17 H -0.04427 3.15351 0.73686  0.06
18 H 0.35036 1.97416 2.15199  0.13
19 H -1.99535 2.09442 1.41830  0.13
20 H -0.65813 -0.61488 -1.61893  0.06
21 H 1.23706 0.17433 -2.67058  0.11
22 H 1.79998 -2.05315 -2.07537  0.08
23 H 1.74550 0.83240 -1.26269  0.11
24 H 0.82129 1.89694 0.35136  0.05
25 H -2.82616 -0.33977 -1.24097  0.14
26 H -0.57606 -2.25708 -0.18431  0.21
27 H 1.87859 -1.22229 0.86439  0.12

Calculated values
Structure (SMILES): C[C@H](NC(=O)[C@@H]1CCCN1)C(=O)O

---

Which of them is the most stable? Correct choice: *B*.

---

*A*
Density functional theory data (ωB97M-V/def2-TZVPD) for H3OPS in the gas phase.

Last column: Löwdin charge in e.
Cartesian coordinates (Å):
1 S -1.93218 -0.07111 0.12318  0.63
2 P 1.16678 -0.43231 0.17169  0.79
3 O -0.75064 -0.90247 -0.43363  -1.02
4 H 1.60552 -0.14769 -1.17059  -0.14
5 H -2.00951 -0.70077 1.23365  -0.19
6 H 1.64313 -1.91955 0.32812  -0.08

Calculated values
Structure (SMILES): POS

---

*B*
Density functional theory data (ωB97M-V/def2-TZVPD) for 2 unconnected molecules or ions with the total composition H3OPS.

Last column: Löwdin charge in e.
Cartesian coordinates (Å):
1 S -0.78199 1.46403 -1.45001  0.69
2 P 0.42603 -1.32421 0.44125  0.70
3 O -0.65526 0.98625 -0.00264  -0.86
4 H 1.14578 -1.37400 1.60442  -0.24
5 H -0.67509 -1.90277 0.99287  -0.24
6 H 0.54052 2.15070 -1.58589  -0.05

---

Which of them is the most stable? Correct choice: *A*.